C28H26KN7 | ωB97M-V with the def2-TZVPD basis set

Geometry as ORCA input:
```
! RIJCOSX wB97M-V def2-TZVPD def2/J DEFGRID3
* xyz 0 1
K 0.342 0.768 -1.625
C -3.581 0.812 -1.315
N -3.026 1.776 -0.381
C -2.962 1.309 0.992
C -1.546 0.970 1.436
N -0.565 1.198 0.667
C 0.923 0.875 2.588
C 2.294 0.709 3.288
C 2.299 0.079 4.613
C 1.167 -0.171 5.283
C -0.137 0.006 4.660
C -0.226 0.401 3.381
N -1.442 0.419 2.687
C -3.100 1.106 -2.706
N -1.847 1.050 -3.071
C -1.851 1.393 -4.427
C -0.798 1.500 -5.335
C -1.095 1.872 -6.630
C -2.416 2.135 -7.032
C -3.471 2.030 -6.148
C -3.154 1.654 -4.847
N -3.936 1.456 -3.719
H -4.675 0.843 -1.309
H -3.293 -0.224 -1.080
H -2.089 2.031 -0.672
H -3.564 0.401 1.104
H -3.381 2.040 1.690
H 3.130 0.515 2.626
H 3.254 -0.194 5.045
H 1.209 -0.594 6.279
H -1.033 -0.275 5.202
H -2.286 0.225 3.198
H 0.226 1.301 -5.045
H -0.298 1.966 -7.355
H -2.609 2.428 -8.056
H -4.488 2.235 -6.455
H -4.927 1.594 -3.628
C 0.322 -2.943 -0.024
N 0.073 -1.496 0.134
C 0.896 -0.813 0.814
C 0.792 0.694 1.075
C 1.673 2.077 3.070
C 2.275 2.920 2.013
C 2.363 2.427 0.755
N 1.828 1.276 0.252
C 1.652 -3.460 0.454
C 1.787 -4.005 1.724
C 3.028 -4.413 2.198
C 4.153 -4.276 1.399
C 4.030 -3.736 0.124
C 2.789 -3.333 -0.340
H 0.176 -3.185 -1.079
H -0.483 -3.454 0.509
H 1.802 -1.237 1.252
H 1.273 2.541 3.965
H 2.803 3.824 2.284
H 2.963 2.994 0.043
H 0.909 -4.099 2.355
H 3.114 -4.830 3.193
H 5.123 -4.584 1.768
H 4.904 -3.626 -0.505
H 2.705 -2.903 -1.333
*
```

Computed properties:
gap between HOMO and LUMO = 5.7 eV
LUMO = 0.120 eV
highest occupied orbital energy = -5.6 eV

These are the Löwdin partial charges, in e, on atoms 1 to 8: number 1, K, carries 0.860; number 2, C, carries -0.149; number 3, N, carries -0.044; number 4, C, carries -0.140; number 5, C, carries -0.326; number 6, N, carries 0.077; number 7, C, carries -0.203; number 8, C, carries -0.126



C96H206N10O16S2 | ωB97M-V with the def2-TZVPD basis set

Geometry as ORCA input:
```
! RIJCOSX wB97M-V def2-TZVPD def2/J DEFGRID3
* xyz 0 1
C 25.071 21.756 25.688
C 24.682 20.640 24.719
C 23.707 21.052 23.660
C 24.355 21.606 22.310
C 25.479 20.763 21.795
C 26.591 20.564 22.856
N 25.883 19.930 24.086
O 26.885 19.827 25.061
C 27.552 19.498 22.290
C 27.319 21.837 23.127
C 24.050 19.605 25.590
H 24.152 22.145 26.127
H 25.682 22.605 25.327
H 25.540 21.259 26.616
H 23.094 20.170 23.395
H 23.052 21.844 24.051
H 24.806 22.616 22.466
H 23.644 21.791 21.534
H 25.815 21.216 20.894
H 25.157 19.834 21.437
H 27.892 19.866 21.311
H 28.434 19.340 22.889
H 27.107 18.512 22.183
H 26.595 22.706 23.262
H 28.024 21.753 23.965
H 27.953 22.117 22.251
H 24.720 19.263 26.348
H 23.801 18.637 25.066
H 23.127 19.902 26.111
H 26.871 18.865 25.276
C 15.163 13.474 17.347
C 16.469 13.837 18.007
C 16.293 15.150 18.709
C 15.388 15.101 19.944
C 16.014 14.033 20.876
C 16.117 12.696 20.254
N 16.884 12.902 19.045
O 17.170 11.625 18.459
C 16.783 11.652 21.144
C 14.703 12.226 19.963
C 17.610 14.053 17.011
H 15.227 13.476 16.275
H 14.437 14.180 17.663
H 14.732 12.534 17.604
H 17.252 15.532 19.080
H 15.830 15.885 18.073
H 14.322 14.934 19.785
H 15.317 16.053 20.492
H 15.594 14.060 21.859
H 17.001 14.403 21.022
H 17.850 11.746 21.197
H 16.355 11.605 22.119
H 16.481 10.690 20.712
H 14.259 11.823 20.912
H 14.010 12.942 19.562
H 14.622 11.372 19.266
H 17.234 14.737 16.246
H 18.024 13.127 16.510
H 18.465 14.539 17.452
H 16.340 11.372 18.003
C 20.003 20.393 25.505
C 19.915 21.930 25.504
C 20.015 22.441 24.047
C 18.700 22.157 23.231
C 17.515 22.775 24.009
C 17.374 22.303 25.413
N 18.687 22.598 26.096
O 18.611 22.200 27.460
C 16.309 23.162 26.153
C 16.865 20.841 25.285
C 21.096 22.519 26.301
H 19.215 19.947 24.907
H 19.876 19.977 26.559
H 20.985 20.100 25.125
H 20.205 23.512 24.100
H 20.928 22.037 23.524
H 18.527 21.030 23.239
H 18.699 22.492 22.188
H 16.601 22.460 23.511
H 17.658 23.846 24.023
H 15.473 23.479 25.532
H 16.020 22.615 27.066
H 16.715 24.107 26.543
H 16.956 20.181 26.143
H 15.747 20.843 25.108
H 17.262 20.359 24.403
H 21.077 23.515 26.600
H 22.094 22.215 25.827
H 21.177 21.954 27.242
H 18.528 21.260 27.589
C 11.936 16.973 22.734
C 12.908 16.801 23.909
C 12.816 18.045 24.791
C 13.483 17.890 26.175
C 12.947 16.584 26.864
C 13.008 15.348 26.003
N 12.397 15.645 24.635
O 12.630 14.434 23.806
C 14.421 14.734 26.008
C 12.140 14.259 26.677
C 14.300 16.660 23.286
H 12.012 17.963 22.293
H 10.972 16.860 23.222
H 12.007 16.262 21.928
H 13.146 18.902 24.229
H 11.758 18.204 24.969
H 13.244 18.747 26.845
H 14.551 17.794 26.017
H 11.873 16.843 27.155
H 13.492 16.478 27.796
H 15.260 15.446 25.878
H 14.648 14.174 26.920
H 14.440 14.135 25.118
H 12.190 14.098 27.716
H 11.113 14.530 26.360
H 12.431 13.279 26.407
H 14.456 17.409 22.584
H 14.415 15.645 22.861
H 15.168 16.840 23.998
H 11.730 14.169 23.699
C 18.982 15.729 27.320
C 19.864 15.471 26.097
C 21.206 14.825 26.443
C 21.081 13.334 26.794
C 20.590 12.630 25.585
C 19.167 13.077 25.069
N 19.191 14.604 24.985
O 17.874 15.108 24.687
C 19.036 12.488 23.705
C 18.025 12.490 25.964
C 20.101 16.902 25.548
H 19.058 14.865 28.011
H 17.866 15.858 27.077
H 19.377 16.580 27.869
H 21.879 15.016 25.575
H 21.614 15.395 27.322
H 20.537 13.224 27.692
H 22.017 12.917 27.079
H 20.693 11.549 25.654
H 21.239 12.990 24.784
H 19.251 11.406 23.794
H 17.999 12.579 23.418
H 19.589 13.068 22.965
H 18.301 12.758 26.967
H 17.109 12.997 25.701
H 17.919 11.409 25.879
H 20.466 16.757 24.497
H 20.828 17.431 26.152
H 19.141 17.478 25.383
H 17.990 15.574 23.892
C 14.241 23.970 19.705
C 15.175 22.826 19.293
C 15.080 22.499 17.832
C 15.619 23.513 16.884
C 17.111 23.664 17.169
C 17.411 23.969 18.669
N 16.590 23.097 19.579
O 16.617 23.592 20.875
C 18.888 23.798 18.949
C 17.213 25.500 18.872
C 14.716 21.588 20.040
H 14.130 24.803 18.970
H 14.374 24.259 20.789
H 13.298 23.484 19.752
H 15.653 21.543 17.718
H 14.058 22.272 17.617
H 15.079 24.451 17.004
H 15.438 23.255 15.832
H 17.468 24.522 16.564
H 17.554 22.714 16.829
H 19.231 24.251 19.874
H 19.298 22.771 18.775
H 19.375 24.292 18.110
H 17.414 25.767 19.930
H 17.893 26.032 18.225
H 16.194 25.892 18.678
H 15.167 20.657 19.723
H 13.711 21.390 19.617
H 14.758 21.731 21.099
H 16.094 24.406 20.942
C 27.716 14.764 21.022
C 26.618 14.288 21.879
C 27.195 13.591 23.145
C 26.139 13.209 24.253
C 25.308 14.492 24.525
C 24.604 15.109 23.250
N 25.757 15.433 22.303
O 25.238 16.058 21.111
C 23.561 14.189 22.562
C 24.079 16.515 23.653
C 25.866 13.178 21.116
H 28.426 15.524 21.392
H 27.276 15.073 20.004
H 28.350 13.929 20.793
H 27.621 12.630 22.778
H 28.037 14.215 23.490
H 26.748 12.844 25.114
H 25.527 12.341 23.982
H 25.950 15.283 24.926
H 24.460 14.296 25.198
H 23.497 14.495 21.547
H 23.880 13.153 22.751
H 22.579 14.333 23.050
H 23.785 16.446 24.723
H 24.928 17.174 23.654
H 23.361 16.978 22.930
H 26.663 12.609 20.644
H 25.193 13.712 20.432
H 25.255 12.490 21.697
H 25.244 16.999 21.195
C 18.457 17.849 15.166
C 19.653 17.310 14.413
C 19.882 15.773 14.713
C 18.945 14.845 13.960
C 19.150 15.044 12.471
C 18.732 16.518 12.125
N 19.621 17.380 12.938
O 19.425 18.796 12.531
C 19.097 16.759 10.676
C 17.282 16.942 12.336
C 20.874 18.045 14.924
H 18.642 17.789 16.260
H 17.521 17.339 14.985
H 18.335 18.860 14.877
H 20.899 15.501 14.558
H 19.747 15.713 15.807
H 17.929 15.036 14.239
H 19.078 13.735 14.214
H 18.563 14.379 11.840
H 20.190 14.935 12.219
H 18.858 17.764 10.272
H 20.221 16.609 10.583
H 18.641 16.062 10.010
H 16.790 16.311 13.034
H 17.257 17.929 12.845
H 16.684 16.983 11.450
H 21.715 17.644 14.443
H 20.951 18.003 16.015
H 20.778 19.072 14.591
H 20.384 19.027 12.413
C 22.559 11.278 20.341
C 21.687 11.600 19.149
C 22.024 12.978 18.606
C 21.574 13.327 17.160
C 22.026 12.222 16.248
C 21.568 10.838 16.744
N 22.146 10.526 18.068
O 21.597 9.276 18.531
C 19.997 10.625 16.626
C 22.202 9.756 15.853
C 20.217 11.416 19.566
H 23.551 11.573 20.069
H 22.439 10.229 20.507
H 22.193 11.850 21.167
H 21.682 13.743 19.278
H 23.137 13.007 18.664
H 22.039 14.299 16.837
H 20.455 13.444 17.079
H 23.110 12.134 16.096
H 21.592 12.178 15.275
H 19.514 11.462 16.960
H 19.789 10.602 15.550
H 19.739 9.736 17.141
H 21.639 8.834 15.728
H 22.290 10.184 14.868
H 23.164 9.408 16.090
H 20.169 11.993 20.497
H 19.884 10.402 19.718
H 19.500 11.948 18.893
H 22.315 8.645 18.467
C 21.275 17.339 21.582
C 19.983 16.850 20.884
C 18.773 16.878 21.783
C 18.381 18.287 22.145
C 18.119 19.214 20.955
C 19.236 19.188 19.919
N 19.551 17.714 19.711
O 20.511 17.613 18.598
C 18.631 19.704 18.630
C 20.389 20.077 20.365
C 20.230 15.472 20.358
H 21.185 18.261 22.136
H 22.096 17.655 20.853
H 21.664 16.589 22.206
H 17.954 16.331 21.313
H 18.939 16.301 22.671
H 19.148 18.683 22.809
H 17.475 18.384 22.784
H 17.945 20.299 21.233
H 17.189 18.872 20.478
H 18.164 20.653 18.860
H 19.390 20.023 17.851
H 17.980 19.023 18.152
H 20.247 21.107 20.082
H 20.415 20.057 21.430
H 21.396 19.875 20.051
H 21.046 15.548 19.685
H 19.381 15.048 19.784
H 20.334 14.837 21.256
H 21.342 18.099 18.771
O 23.101 18.772 18.441
S 23.934 18.173 17.474
O 23.981 18.770 16.182
O 25.364 18.314 18.153
C 26.647 17.968 17.635
C 27.729 18.143 18.683
C 23.612 16.481 17.484
H 26.867 18.558 16.741
H 26.560 16.896 17.427
H 27.992 19.185 18.809
H 28.642 17.576 18.389
H 27.366 17.727 19.635
H 23.692 16.290 18.558
H 24.509 16.057 17.002
H 22.718 16.298 16.918
O 11.930 20.093 15.974
S 12.383 20.061 14.613
O 13.074 21.156 14.010
O 13.149 18.732 14.369
C 14.057 18.280 15.447
C 15.321 19.133 15.504
C 10.970 19.733 13.510
H 14.232 17.172 15.251
H 13.462 18.413 16.383
H 16.032 18.679 16.206
H 15.172 20.051 15.896
H 15.755 19.283 14.531
H 10.490 18.815 13.831
H 11.395 19.685 12.510
H 10.291 20.579 13.644
*
```

Computed properties:
gap between HOMO and LUMO = 8.8 eV
LUMO = 0.364 eV
SMILES = CC1(C)CCCC(C)(C)N1O.CC1(C)CCCC(C)(C)N1O.CC1(C)CCCC(C)(C)N1O.CC1(C)CCCC(C)(C)N1O.CC1(C)CCCC(C)(C)N1O.CC1(C)CCCC(C)(C)N1O.CC1(C)CCCC(C)(C)N1O.CC1(C)CCCC(C)(C)N1O.CC1(C)CCCC(C)(C)N1O.CC1(C)CCCC(C)(C)N1O.CCOS(C)(=O)=O.CCOS(C)(=O)=O
energy above the lowest of the compared OMol25 structures with the same formula, charge and spin = 0.000 eV
highest occupied orbital energy = -8.4 eV

These are the Löwdin partial charges, in e, on atoms 1 to 8: number 1, C, carries -0.028; number 2, C, carries -0.525; number 3, C, carries -0.104; number 4, C, carries -0.144; number 5, C, carries -0.157; number 6, C, carries -0.482; number 7, N, carries -0.062; number 8, O, carries -0.058



C4H10NO2PS | ωB97M-V with the def2-TZVPD basis set

Geometry as ORCA input:
```
! RIJCOSX wB97M-V def2-TZVPD def2/J DEFGRID3
* xyz 0 1
C 1.570 0.448 0.303
C 0.656 0.425 -0.954
C 3.939 0.319 0.247
C -3.075 -1.950 0.111
N 2.904 1.005 0.081
O -0.631 -0.108 -0.620
O -2.952 -0.616 -0.112
P -1.745 0.319 0.454
S -2.344 2.237 -0.404
H 1.002 1.055 1.132
H 1.697 -0.584 0.700
H 0.636 1.443 -1.414
H 1.167 -0.217 -1.492
H -2.765 2.681 0.782
H 4.911 0.839 0.027
H 4.273 -0.578 0.723
H -3.789 -2.315 -0.649
H -3.398 -2.106 1.121
H -2.056 -2.298 -0.035
*
```

Computed properties:
gap between HOMO and LUMO = 9.6 eV
LUMO = 0.906 eV
SMILES = C=NCCOP(S)OC
energy above the lowest of the compared OMol25 structures with the same formula, charge and spin = 1.851 eV
highest occupied orbital energy = -8.7 eV

These are the Löwdin partial charges, in e, on atoms 1 to 8: number 1, C, carries -0.234; number 2, C, carries -0.216; number 3, C, carries -0.076; number 4, C, carries -0.181; number 5, N, carries -0.031; number 6, O, carries -0.406; number 7, O, carries -0.460; number 8, P, carries 0.589



Respective calculated total energy values: -2065.7869 -6328.5490 -1103.1351 a.u..